Here is a molecular structure, C12H10BrIN3O3OsSSe in a non-equilibrium geometry from the OMol25 dataset. Energies are from ωB97M-V with the def2-TZVPD basis set.

Calculated values
* frontier orbital gap (alpha / beta): 7.5 / 6.4 eV
* energy above the lowest of the compared OMol25 structures with the same formula, charge and spin: 0.413 eV
* HOMO energy (alpha / beta): -8.539 / -8.551 eV
* DFT total energy: -180010.88872 eV
* spin multiplicity: 2
* ⟨S²⟩: 0.759

CARTESIAN COORDINATES (ANGSTROEM)
Os: -0.81 -0.07 1.10
N: -2.13 0.71 -0.38
C: -2.77 1.96 0.16
C: -1.93 2.62 1.28
O: -2.03 3.81 1.49
N: -1.21 1.71 1.97
C: -0.41 2.01 3.14
C: 0.82 1.08 3.15
O: 1.83 1.34 3.75
O: 0.69 -0.06 2.45
H: -1.55 0.94 -1.18
H: -2.83 0.05 -0.72
H: -3.71 1.67 0.62
H: -2.96 2.67 -0.63
H: -0.99 1.76 4.04
H: -0.12 3.05 3.21
S: -0.03 -3.04 -0.42
C: -0.37 -1.69 0.25
Br: -0.20 0.19 -3.44
C: 1.39 -0.61 -2.82
C: 1.91 -1.67 -3.55
C: 3.05 -2.32 -3.12
C: 3.68 -1.91 -1.95
C: 3.17 -0.85 -1.22
C: 2.03 -0.19 -1.66
I: 1.34 1.39 -0.49
H: 1.40 -1.98 -4.46
H: 3.44 -3.14 -3.69
H: 4.56 -2.43 -1.60
H: 3.65 -0.54 -0.30
Se: -2.00 -1.40 2.72
C: -3.13 -2.27 1.54
N: -3.80 -2.79 0.76



Here is C24H28N4O3S in the gas phase from the OMol25 dataset. Energies are from ωB97M-V with the def2-TZVPD basis set.

Calculated values
* structure (SMILES): CCOCCCn1c(=S)[nH]c2cc(C(=O)N3CCN(c4ccccc4)CC3)ccc2c1=O
* frontier orbital gap: 8.2 eV
* energy above the lowest of the compared OMol25 structures with the same formula, charge and spin: 0.000 eV
* HOMO energy: -8.153 eV
* DFT total energy: -48282.15963 eV
* spin multiplicity: 1

CARTESIAN COORDINATES (ANGSTROEM)
C: -5.11 -1.31 -2.85
C: -3.96 -1.86 -2.02
O: -4.06 -1.64 -0.63
C: -5.08 -2.34 0.05
C: -6.31 -1.48 0.35
C: -6.02 -0.42 1.42
N: -4.79 0.31 1.13
C: -4.81 1.24 0.13
S: -6.18 1.72 -0.65
N: -3.63 1.82 -0.22
C: -2.43 1.51 0.36
C: -1.24 2.13 -0.06
C: -0.05 1.80 0.56
C: -0.03 0.87 1.61
C: -1.20 0.27 2.01
C: -2.40 0.57 1.39
C: -3.64 -0.09 1.81
O: -3.70 -0.91 2.70
H: -1.21 -0.45 2.82
H: 0.90 0.65 2.11
C: 1.19 2.55 0.17
O: 1.24 3.76 0.32
N: 2.21 1.84 -0.35
C: 2.23 0.42 -0.61
H: 1.27 -0.03 -0.37
C: 3.35 -0.25 0.20
N: 4.60 0.39 -0.12
C: 5.80 -0.30 0.04
C: 6.97 0.20 -0.56
C: 8.16 -0.49 -0.46
C: 8.23 -1.69 0.22
C: 7.09 -2.20 0.81
C: 5.89 -1.51 0.73
H: 5.02 -1.93 1.22
H: 7.13 -3.13 1.35
H: 9.17 -2.22 0.30
H: 9.04 -0.08 -0.93
H: 6.93 1.12 -1.12
C: 4.57 1.81 0.18
H: 5.53 2.27 -0.03
C: 3.47 2.48 -0.64
H: 3.38 3.54 -0.39
H: 3.69 2.37 -1.71
H: 4.35 1.97 1.25
H: 3.40 -1.30 -0.09
H: 3.11 -0.18 1.27
H: 2.44 0.27 -1.68
H: -1.26 2.86 -0.85
H: -3.68 2.51 -0.96
H: -5.87 -0.90 2.39
H: -6.84 0.29 1.48
H: -6.64 -0.98 -0.56
H: -7.12 -2.11 0.71
H: -5.38 -3.22 -0.53
H: -4.65 -2.69 0.99
H: -3.84 -2.94 -2.21
H: -3.03 -1.36 -2.30
H: -6.02 -1.88 -2.67
H: -5.30 -0.27 -2.60
H: -4.86 -1.39 -3.90



Here is a molecular structure, C17H21Cl2NO4S2Sn in a non-equilibrium geometry from the OMol25 dataset. Energies are from ωB97M-V with the def2-TZVPD basis set.

Calculated values
* net charge: -2
* frontier orbital gap (alpha / beta): 4.0 / 3.3 eV
* energy above the lowest of the compared OMol25 structures with the same formula, charge and spin: 4.151 eV
* HOMO energy (alpha / beta): -0.323 / 0.002 eV
* DFT total energy: -80193.94018 eV
* spin multiplicity: 1

CARTESIAN COORDINATES (ANGSTROEM)
C: 0.03 -1.36 -3.17
C: 0.93 -0.27 -3.27
C: 0.20 0.94 -3.13
C: 2.40 -0.36 -3.42
C: -1.18 0.59 -2.95
C: -1.28 -0.82 -2.99
C: -2.53 -1.60 -2.86
C: 0.37 -2.80 -3.16
C: 0.78 2.29 -3.05
C: -2.28 1.54 -2.68
Sn: 2.08 0.43 -0.02
Cl: 4.14 1.31 -0.21
Cl: 1.98 -1.86 -0.43
O: 0.11 0.68 -0.29
H: 2.77 -1.38 -3.23
H: 2.95 0.29 -2.72
H: 2.68 -0.06 -4.44
H: 1.48 2.40 -2.21
H: -0.01 3.04 -2.91
H: 1.32 2.51 -3.97
H: -1.89 2.49 -2.30
H: -2.98 1.14 -1.93
H: -2.85 1.74 -3.59
H: -3.30 -1.01 -2.37
H: -2.38 -2.51 -2.28
H: -2.89 -1.89 -3.86
H: 1.45 -2.94 -3.03
H: 0.06 -3.27 -4.10
H: -0.10 -3.33 -2.33
H: -0.48 1.26 0.39
O: -0.98 -1.70 2.82
H: -0.52 -1.24 1.99
O: 2.95 1.52 4.01
S: 2.14 0.44 3.56
O: 2.79 -0.75 3.06
N: 1.18 0.94 2.28
C: 0.02 1.48 2.76
S: -1.11 2.32 1.85
C: -0.32 1.00 4.07
C: -1.56 1.02 4.70
C: -1.78 0.16 5.77
C: -0.78 -0.75 6.15
C: 0.50 -0.69 5.61
C: 0.72 0.24 4.61
H: -2.36 1.64 4.33
H: -2.74 0.13 6.27
H: -1.02 -1.56 6.84
H: 1.27 -1.41 5.86



Here is a molecular structure, C31H45N6O2Si3W in a non-equilibrium geometry from the OMol25 dataset. Energies are from ωB97M-V with the def2-TZVPD basis set.

Calculated values
* net charge: +1
* frontier orbital gap (alpha / beta): 4.7 / 5.9 eV
* HOMO energy (alpha / beta): -8.671 / -10.081 eV
* DFT total energy: -71367.12054 eV
* spin multiplicity: 3
* ⟨S²⟩: 2.041

CARTESIAN COORDINATES (ANGSTROEM)
W: 0.19 -0.35 0.41
C: 4.53 -0.65 0.75
C: 3.18 -0.88 0.84
N: 2.25 -0.02 0.33
C: 2.79 1.15 -0.18
C: 4.18 1.30 -0.32
N: 5.04 0.42 0.12
C: 1.82 2.15 -0.45
C: 2.08 3.50 -0.66
C: 1.02 4.41 -0.78
C: -0.27 3.89 -0.75
C: -0.48 2.55 -0.48
N: 0.55 1.66 -0.31
C: -1.75 1.97 -0.16
C: -3.01 2.56 -0.38
N: -4.12 2.06 0.10
C: -4.01 0.95 0.85
C: -2.81 0.30 1.02
N: -1.65 0.75 0.48
C: 1.26 5.86 -0.79
C: 0.24 6.74 -0.42
C: 0.51 8.10 -0.34
N: 1.71 8.61 -0.57
C: 2.67 7.79 -0.94
C: 2.50 6.42 -1.08
H: 5.24 -1.35 1.16
H: 2.79 -1.76 1.31
H: 4.58 2.17 -0.81
H: 3.10 3.84 -0.65
H: -1.14 4.52 -0.87
H: -3.10 3.45 -0.98
H: -4.91 0.60 1.32
H: -2.76 -0.61 1.60
H: -0.75 6.38 -0.17
H: -0.25 8.80 -0.04
H: 3.63 8.25 -1.12
H: 3.33 5.81 -1.41
C: -2.99 -1.48 -1.37
O: -1.77 -1.60 -0.67
Si: -1.34 -2.98 0.21
C: -2.29 -3.08 1.88
C: -2.08 -4.44 -0.78
C: 0.51 -2.56 0.33
Si: 1.25 -2.61 -1.46
C: 3.13 -2.32 -1.78
C: 0.94 -4.20 -2.48
C: 0.45 -1.13 -2.43
Si: 1.22 -3.76 1.65
C: 3.11 -4.07 1.72
C: 0.72 -3.08 3.37
C: 0.50 -5.52 1.42
H: -3.83 -1.68 -0.70
H: -3.02 -2.18 -2.20
H: -3.09 -0.47 -1.76
H: -3.36 -3.07 1.72
H: -2.05 -2.29 2.59
H: -2.06 -4.02 2.37
H: -3.13 -4.56 -0.52
H: -1.59 -5.38 -0.57
H: -2.03 -4.28 -1.86
H: 3.76 -2.86 -1.08
H: 3.43 -1.28 -1.77
H: 3.35 -2.70 -2.77
H: 1.85 -4.78 -2.54
H: 0.65 -3.94 -3.50
H: 0.17 -4.84 -2.07
H: 0.12 -0.30 -1.77
H: -0.43 -1.46 -2.98
H: 1.14 -0.71 -3.16
H: 3.63 -3.38 2.38
H: 3.59 -4.05 0.75
H: 3.27 -5.06 2.13
H: 0.11 -2.18 3.28
H: 1.59 -2.84 3.97
H: 0.14 -3.81 3.94
H: 0.76 -5.92 0.45
H: -0.57 -5.57 1.52
H: 0.93 -6.19 2.17
C: -0.96 0.92 4.28
O: -0.85 0.30 3.00
C: 0.36 0.07 2.41
C: 1.54 0.32 3.31
H: -0.52 1.92 4.28
H: -0.50 0.32 5.06
H: -2.03 1.01 4.48
H: 1.48 -0.27 4.22
H: 1.57 1.37 3.61
H: 2.49 0.08 2.82



Here is a molecular structure, C20H42NP3SSm in a non-equilibrium geometry from the OMol25 dataset. Energies are from ωB97M-V with the def2-TZVPD basis set.

Calculated values
* net charge: +3
* frontier orbital gap (alpha / beta): 7.0 / 8.0 eV
* HOMO energy (alpha / beta): -17.248 / -17.249 eV
* DFT total energy: -79490.94508 eV
* spin multiplicity: 6
* ⟨S²⟩: 8.770

CARTESIAN COORDINATES (ANGSTROEM)
Sm: -0.60 -0.22 -1.22
P: 1.85 0.86 0.34
P: -2.10 1.83 -0.13
P: 0.71 1.44 -2.96
H: -0.28 -4.57 0.10
C: 0.57 -4.33 -0.56
C: 1.64 -3.57 -0.24
H: 1.72 -2.97 0.67
C: 2.32 0.26 2.02
C: 1.69 2.65 0.79
C: 3.53 0.84 -0.41
C: -3.78 1.45 -0.78
C: -2.46 2.04 1.64
C: -1.82 3.54 -0.68
C: 2.01 0.55 -3.87
C: 1.38 3.11 -2.78
C: -0.65 1.73 -4.14
H: 0.48 -4.59 -1.62
H: 2.45 -3.45 -0.99
H: 2.22 -0.83 2.07
H: 1.67 0.72 2.78
H: 3.36 0.54 2.23
H: 0.88 2.78 1.53
H: 1.48 3.26 -0.10
H: 2.65 2.97 1.24
H: 3.77 -0.21 -0.65
H: 4.24 1.22 0.34
H: 3.56 1.45 -1.33
H: -4.45 2.30 -0.56
H: -4.16 0.54 -0.31
H: -3.73 1.29 -1.87
H: -3.27 2.78 1.71
H: -1.57 2.41 2.17
H: -2.78 1.09 2.09
H: -2.68 4.14 -0.37
H: -1.71 3.57 -1.78
H: -0.90 3.92 -0.22
H: 1.97 0.84 -4.93
H: 1.90 -0.53 -3.80
H: 2.99 0.80 -3.45
H: 1.54 3.54 -3.78
H: 2.32 3.08 -2.23
H: 0.67 3.73 -2.23
H: -0.22 2.09 -5.09
H: -1.35 2.49 -3.74
H: -1.24 0.82 -4.34
C: -0.79 -2.62 -4.71
C: -1.79 -2.36 -5.67
C: -1.89 -3.18 -6.80
C: -0.97 -4.19 -7.01
C: 0.08 -4.39 -6.11
C: 0.20 -3.56 -5.00
S: -0.71 -1.73 -3.25
H: -1.39 -2.31 -2.15
H: -2.45 -1.48 -5.51
H: -2.69 -2.95 -7.52
H: -1.11 -4.85 -7.87
H: 0.81 -5.16 -6.31
H: 1.08 -3.63 -4.36
C: -0.01 -0.14 4.50
C: -0.92 -0.91 3.52
C: -0.64 -0.74 2.13
N: -0.49 -0.76 0.96
H: 1.03 -0.47 4.41
H: -0.30 -0.32 5.54
H: -0.05 0.94 4.35
H: -0.86 -2.00 3.69
H: -1.98 -0.60 3.65